Density functional theory data (ωB97M-V/def2-TZVPD) for a molecular structure, C23H20CoOSi in a non-equilibrium geometry.

Calculated values
- E_LUMO (alpha / beta): -6.31 / -6.26 eV
- Kohn-Sham gap (alpha / beta): 5.03 / 5.09 eV
- Net charge: +1
- 2S+1: 1

Structure (XYZ):
```
46
Properties=species:S:1:pos:R:3:lowdin_charge:R:1
C 2.671 0.960 0.785 -0.101
C 1.799 0.183 1.544 -0.222
C 0.967 -2.241 -4.304 -0.055
C -3.374 -2.764 2.578 -0.072
H -4.304 -2.451 0.672 0.105
Si 0.196 -0.387 0.702 0.575
H -2.318 4.663 -0.647 0.108
H 2.397 1.235 -0.224 0.096
C -1.420 2.867 -1.385 -0.086
C -1.188 -1.804 2.840 -0.086
C 3.884 1.374 1.302 -0.077
H -2.016 4.044 1.725 0.109
C -1.683 3.380 0.942 -0.065
C -0.398 -1.859 -4.334 -0.051
C 4.235 1.032 2.598 -0.073
O 0.523 -1.054 -0.697 -0.292
Co 0.521 -1.089 -2.500 0.740
H -0.478 0.982 -1.832 0.046
C -0.457 -0.442 -4.327 -0.065
C -3.432 -2.275 1.283 -0.076
C -2.250 -2.531 3.350 -0.073
C 2.151 -0.137 2.849 -0.086
C -0.657 1.327 0.281 -0.221
H -1.232 -2.520 -4.500 0.141
H -2.419 -1.166 -0.236 0.096
H 5.177 1.363 3.009 0.108
C -0.820 1.663 -1.048 -0.118
H -1.549 3.132 -2.423 0.098
H 1.166 1.085 -4.394 0.143
H 1.499 -0.731 3.469 0.081
C 0.875 0.053 -4.289 -0.067
H 4.553 1.966 0.695 0.105
C -1.850 3.724 -0.388 -0.080
H -4.208 -3.318 2.984 0.108
C -2.369 -1.553 0.772 -0.101
H -2.194 -2.923 4.355 0.108
H 2.826 -1.017 -4.377 0.142
C 1.755 -1.060 -4.272 -0.060
H -0.323 -1.642 3.464 0.081
H 3.643 -0.009 4.370 0.108
C -1.082 2.176 1.281 -0.075
H -1.346 0.149 -4.471 0.143
C 3.368 0.273 3.365 -0.073
H -0.955 1.914 2.321 0.112
H 1.341 -3.243 -4.426 0.141
C -1.227 -1.326 1.537 -0.221
```